Entry 1:
C5H16N4 | wB97M-V/def2-TZVPD

Atoms and positions in Å:
C1 -0.585 -1.970 -0.063
C2 -0.818 -0.637 0.195
C3 -1.362 -0.257 1.552
N1 -1.231 0.232 -0.826
C4 -1.123 1.669 -0.625
N2 -1.059 -0.142 -2.174
H1 -0.596 -2.688 0.738
H2 -0.378 -2.353 -1.047
H3 -1.041 -0.981 2.297
H4 -2.453 -0.253 1.527
H5 -1.035 0.739 1.834
H6 -1.898 2.010 0.063
H7 -1.283 2.138 -1.593
H8 -0.144 1.965 -0.237
H9 -1.694 -0.905 -2.386
H10 -0.110 -0.452 -2.373
C5 2.037 -0.209 -0.669
N3 1.241 -0.190 0.547
N4 1.598 1.236 1.259
H11 1.861 -1.145 -1.197
H12 3.109 -0.134 -0.462
H13 1.740 0.643 -1.274
H14 1.591 -0.844 1.245
H15 1.053 1.267 2.119
H16 2.580 1.261 1.551

The LUMO energy is 0.9 eV. The total energy comes out at -418.968827 hartree. The structure (SMILES) is C=C(C)N(C)N.CNN. Its charge is 0. Its HOMO energy is -0.254 Eh.

Atomic partial charges in e from the Mulliken method, atoms 1 to 5: -1.20 0.97 -1.68 0.41 -0.86

Entry 2:
C51H62N8OPtS2 | wB97M-V/def2-TZVPD

Atoms and positions in Å:
Pt1 0.907 -1.238 -0.270
C1 -1.124 -5.631 3.727
C2 0.209 -5.690 2.965
C3 0.693 -4.334 2.568
C4 1.629 -3.550 3.179
C5 2.422 -3.838 4.411
C6 1.869 -3.114 5.646
C7 1.758 -2.354 2.376
C8 2.704 -1.354 2.576
C9 2.928 -0.266 1.744
C10 3.864 0.806 1.957
C11 4.826 0.895 3.097
C12 4.159 1.442 4.369
C13 3.686 1.687 0.919
C14 2.682 1.119 0.055
C15 2.225 1.695 -1.151
C16 1.568 1.022 -2.160
N1 1.465 -0.343 -1.988
C17 -0.301 -0.261 -3.638
C18 -1.383 -0.668 -2.971
C19 -1.477 -1.895 -2.179
N2 -0.632 -2.259 -1.174
C20 -1.169 -3.408 -0.639
C21 -0.715 -4.052 0.499
C22 0.241 -3.603 1.405
N3 0.873 -2.407 1.339
C23 -2.345 -3.792 -1.365
C24 -2.541 -2.819 -2.320
C25 -3.645 -2.704 -3.325
C26 -4.824 -1.875 -2.794
C27 -3.247 -4.931 -1.030
C28 -4.108 -4.609 0.205
C29 0.120 1.053 -4.125
C30 1.062 1.685 -3.369
C31 1.574 3.062 -3.701
C32 0.780 4.175 -3.002
C33 -0.474 1.532 -5.426
C34 -1.768 2.338 -5.259
N4 2.257 -0.065 0.579
C35 4.406 2.977 0.691
C36 3.690 4.157 1.364
H1 -1.452 -6.639 3.978
H2 -1.900 -5.152 3.129
H3 -1.009 -5.068 4.653
H4 0.092 -6.313 2.076
H5 0.955 -6.164 3.603
H6 3.461 -3.536 4.256
H7 2.421 -4.911 4.600
H8 1.841 -2.034 5.491
H9 2.497 -3.318 6.513
H10 0.857 -3.449 5.871
H11 3.334 -1.431 3.452
H12 5.656 1.545 2.821
H13 5.240 -0.095 3.299
H14 3.820 2.466 4.215
H15 4.863 1.436 5.199
H16 3.294 0.838 4.644
H17 2.442 2.743 -1.296
H18 -2.279 -0.056 -3.005
H19 -1.193 -4.994 0.732
H20 -3.999 -3.702 -3.585
H21 -3.261 -2.239 -4.236
H22 -5.210 -2.306 -1.872
H23 -5.629 -1.853 -3.528
H24 -4.519 -0.847 -2.589
H25 -2.664 -5.835 -0.842
H26 -3.910 -5.130 -1.873
H27 -3.487 -4.326 1.055
H28 -4.706 -5.477 0.480
H29 -4.783 -3.780 -0.007
H30 1.515 3.223 -4.778
H31 2.627 3.136 -3.426
H32 -0.257 4.178 -3.335
H33 1.216 5.145 -3.236
H34 0.780 4.051 -1.919
H35 -0.700 0.652 -6.032
H36 0.254 2.135 -5.971
H37 -2.517 1.777 -4.698
H38 -2.181 2.565 -6.241
H39 -1.587 3.280 -4.745
H40 4.501 3.174 -0.379
H41 5.415 2.899 1.098
H42 2.670 4.261 0.988
H43 4.227 5.086 1.173
H44 3.639 4.008 2.442
C37 -3.287 4.421 -0.214
C38 -2.281 3.302 -0.481
C39 -2.891 1.905 -0.372
N5 -3.333 1.617 0.982
C40 -2.998 0.538 1.690
S1 -2.228 -0.803 1.029
N6 -3.353 0.507 3.017
C41 -3.477 1.561 3.955
O1 -4.141 1.387 4.942
C42 -2.678 2.792 3.688
C43 -3.221 4.039 3.983
C44 -2.467 5.186 3.784
C45 -1.160 5.086 3.328
C46 -0.602 3.840 3.075
C47 -1.360 2.694 3.246
H45 -2.825 5.394 -0.377
H46 -3.643 4.406 0.818
H47 -4.147 4.336 -0.880
H48 -1.450 3.375 0.224
H49 -1.879 3.414 -1.491
H50 -2.157 1.146 -0.635
H51 -3.749 1.820 -1.049
H52 -3.864 2.343 1.438
H53 -3.517 -0.409 3.406
H54 -4.231 4.099 4.369
H55 -2.896 6.156 3.994
H56 -0.569 5.981 3.184
H57 0.427 3.756 2.747
H58 -0.918 1.719 3.070
S2 1.120 -1.342 -3.243
C48 2.445 -1.038 -4.402
N7 2.663 -2.015 -5.327
C49 3.869 -2.112 -5.936
C50 4.824 -1.174 -5.689
C51 4.492 -0.135 -4.805
N8 3.332 -0.111 -4.165
H59 1.942 -2.705 -5.513
H60 4.006 -2.948 -6.608
H61 5.799 -1.227 -6.149
H62 5.188 0.667 -4.590

The LUMO energy (spin up / spin down) is -7.5 / -7.5 eV. The total energy comes out at -3409.061718 hartree. Its charge is +2. Its HOMO energy (spin up / spin down) is -0.419 / -0.419 Eh.

Atomic partial charges in e from the Mulliken method, atoms 1 to 5: 0.65 -0.90 -1.17 0.75 0.84

Entry 3:
C4H8O | wB97M-V/def2-TZVPD

Atoms and positions in Å:
C1 -0.702 1.033 1.669
C2 -0.354 0.919 0.235
C3 0.104 -0.213 -0.354
C4 0.298 -0.279 -1.863
O1 0.486 -1.362 0.336
H1 -1.791 1.087 1.778
H2 -0.301 0.187 2.185
H3 -0.143 1.912 2.038
H4 -0.286 1.770 -0.440
H5 -0.741 0.005 -2.206
H6 1.090 0.387 -2.252
H7 0.621 -1.250 -2.307
H8 1.414 -1.455 0.092

The LUMO energy is 0.9 eV. The total energy comes out at -232.401008 hartree. The structure (SMILES) is C/C=C(/C)O. Its charge is 0. Its HOMO energy is -0.314 Eh.

Atomic partial charges in e from the Mulliken method, atoms 1 to 5: -1.05 -0.28 0.61 -1.20 -0.52

Entry 4:
C3H10O3 | wB97M-V/def2-TZVPD

Atoms and positions in Å:
O1 0.054 0.516 -2.663
C1 -0.511 -0.147 -1.553
C2 0.002 -1.599 -1.273
C3 -0.148 -1.798 0.299
O2 0.961 -1.290 1.106
H1 -0.630 0.149 -3.308
H2 -0.215 0.495 -0.807
H3 -1.653 -0.280 -1.518
H4 -0.580 -2.521 -1.510
H5 1.089 -1.643 -1.595
H6 -1.037 -1.288 0.715
H7 -0.223 -2.850 0.691
H8 1.151 -0.429 0.665
O3 0.950 4.157 3.562
H9 0.488 4.802 3.072
H10 0.300 3.726 4.114

The LUMO energy is 0.7 eV. The total energy comes out at -345.949567 hartree. The structure (SMILES) is OCCCO.O. Its charge is 0. Its HOMO energy is -0.372 Eh.

Atomic partial charges in e from the Mulliken method, atoms 1 to 5: -0.50 -0.62 -0.40 -0.46 -0.52

Entry 5:
C2H5NS2 | wB97M-V/def2-TZVPD

Atoms and positions in Å:
C1 -1.507 0.677 1.716
S1 -1.203 -1.119 1.340
C2 -0.175 -0.732 0.027
N1 0.229 -0.436 -1.004
H1 -0.983 1.024 2.623
H2 -2.611 0.642 2.052
H3 -1.305 1.209 0.722
S2 2.896 -0.833 -2.324
H4 3.036 0.185 -3.119
H5 1.623 -0.617 -2.034

The LUMO energy is 0.2 eV. The total energy comes out at -930.278484 hartree. The structure (SMILES) is CSC#N.S. Its charge is 0. Its HOMO energy is -0.325 Eh.

Atomic partial charges in e from the Mulliken method, atoms 1 to 5: -0.72 -0.05 0.36 -0.48 0.28

Entry 6:
C26H44BrFeN3OP2 | wB97M-V/def2-TZVPD

Atoms and positions in Å:
N1 3.530 -7.635 -6.126
C1 3.015 -7.888 -4.918
C2 2.531 -6.864 -4.079
C3 2.569 -5.493 -4.499
C4 3.176 -5.272 -5.761
C5 3.645 -6.367 -6.520
C6 1.974 -4.442 -3.645
Fe1 -0.053 0.665 -2.307
P1 -3.978 3.282 -1.114
C7 1.682 -3.132 -3.976
C8 0.905 -2.276 -3.100
C9 0.065 -1.263 -3.665
C10 -1.190 -0.964 -2.964
C11 -1.227 -1.268 -1.504
C12 -0.225 -2.093 -0.960
C13 0.867 -2.544 -1.703
Br1 -2.185 -0.214 -0.256
H1 1.669 -4.850 -2.679
H2 1.937 -2.816 -4.986
H3 2.125 -7.139 -3.104
H4 3.329 -4.264 -6.163
H5 2.976 -8.937 -4.599
H6 4.123 -6.220 -7.498
H7 0.255 -0.857 -4.684
H8 1.687 -3.183 -1.267
H9 -2.098 -0.539 -3.442
H10 -0.283 -2.276 0.127
P2 1.606 1.436 -1.139
C14 -4.704 1.618 -1.115
C15 -6.078 1.611 -1.785
H11 -4.783 1.290 -0.070
H12 -4.009 0.933 -1.613
H13 -6.592 0.656 -1.624
H14 -6.707 2.408 -1.367
H15 -6.019 1.775 -2.867
C16 -3.034 3.344 -2.635
C17 -3.218 4.724 -3.274
H16 -3.372 2.542 -3.301
H17 -1.984 3.168 -2.383
H18 -2.843 4.745 -4.301
H19 -4.275 5.022 -3.291
H20 -2.675 5.499 -2.720
C18 -2.725 3.301 0.192
C19 -3.301 4.092 1.385
H21 -1.827 3.801 -0.207
H22 -2.452 2.278 0.486
H23 -2.510 4.428 2.066
H24 -3.846 4.976 1.022
H25 -4.012 3.495 1.971
C20 1.945 2.411 0.327
C21 3.392 2.934 0.401
H26 1.677 1.812 1.219
H27 1.231 3.251 0.260
H28 4.087 2.161 0.761
H29 3.765 3.276 -0.578
H30 3.430 3.794 1.087
C22 1.141 2.523 -2.607
C23 1.735 2.357 -4.007
H31 1.531 3.419 -2.106
H32 0.039 2.662 -2.696
H33 2.829 2.427 -3.994
H34 1.454 1.405 -4.479
H35 1.329 3.163 -4.636
C24 3.018 0.439 -1.579
C25 3.562 -0.377 -0.387
H36 3.712 1.185 -1.995
H37 2.685 -0.258 -2.372
H38 3.826 -1.410 -0.706
H39 4.463 0.114 0.020
H40 2.825 -0.481 0.444
N2 -0.852 -0.778 3.074
C26 0.504 -0.626 3.007
N3 1.156 -0.476 4.224
O1 1.130 -0.710 1.944
H41 -1.390 -0.493 3.891
H42 -1.342 -0.896 2.196
H43 2.143 -0.252 4.146
H44 0.648 -0.108 5.022

The LUMO energy (spin up / spin down) is -6.9 / -7.9 eV. The expectation value of S² is 6.033. The total energy comes out at -5776.369963 hartree. Its charge is +2. Its HOMO energy (spin up / spin down) is -0.460 / -0.460 Eh. As for the spin multiplicity: 5.

Atomic partial charges in e from the Mulliken method, atoms 1 to 5: -0.52 -0.31 -0.50 0.57 -0.37

Entry 7:
C5H7N | wB97M-V/def2-TZVPD

Atoms and positions in Å:
C1 2.161 -0.145 0.014
C2 0.697 0.186 -0.045
C3 -0.149 0.356 1.089
C4 -1.459 0.226 0.679
N1 -1.413 -0.257 -0.614
C5 -0.119 -0.201 -1.092
H1 2.798 0.727 -0.171
H2 2.422 -0.539 1.000
H3 2.472 -0.935 -0.673
H4 0.122 0.696 2.077
H5 -2.403 0.199 1.195
H6 -2.237 -0.427 -1.161
H7 0.107 -1.051 -1.732

The LUMO energy is 1.1 eV. The total energy comes out at -249.444757 hartree. The structure (SMILES) is Cc1cc[nH]c1. Its charge is 0. Its HOMO energy is -0.303 Eh.

Atomic partial charges in e from the Mulliken method, atoms 1 to 5: -1.13 0.65 -0.53 -0.55 -0.03

Result set for ΔE to the lowest compared entry with this formula, charge and spin: 111.0, 133.5, 28.0, 40.7, 38.3, 70.7, 17.9 kcal/mol, one per record in the order listed.
Result set for molecular weight: 132.2, 1062.3, 72.1, 94.1, 107.2, 612.4, 81.1 g/mol, one per record in the order listed.